(1)
{
  "formula": "C2H6NO2P",
  "method": "the ωB97M-V functional and the def2-TZVPD basis",
  "elements": ["C", "C", "N", "O", "O", "P", "H", "H", "H", "H", "H", "H"],
  "xyz": [[0.0611, 1.6108, -0.3079], [0.6132, 0.2382, -0.1121], [0.3934, -0.3932, 1.1803], [1.2809, -0.3303, 2.0214], [-0.0980, -0.7501, -1.0251], [-0.5619, -1.8770, 0.0956], [-0.9922, 1.5545, 0.2388], [0.0115, 1.8739, -1.3995], [0.7478, 2.2383, 0.0606], [1.6372, -0.0352, -0.5007], [-1.3394, -2.7224, -0.8800], [-1.7536, -1.4076, 0.6286]],
  "atomic_forces_ev_per_a": [[-3.79, -2.65, -0.93], [1.72, -2.69, -3.61], [0.87, 1.30, 1.81], [-0.83, 0.10, -1.04], [-0.36, 1.18, 1.82], [-1.52, -2.42, -1.68], [2.16, 0.86, -1.31], [-0.40, -0.66, 1.03], [2.04, 2.82, 2.07], [-0.47, 1.37, 0.93], [0.99, 0.58, 0.48], [-0.41, 0.20, 0.43]],
  "charge": 0,
  "total_energy_ev": -17040.530,
  "e_above_lowest_kj_mol": 505.3,
  "e_homo_ev": [-8.57, -8.44],
  "spin_multiplicity": 1
}


(2)
{
  "formula": "C2H8N2",
  "method": "the ωB97M-V functional and the def2-TZVPD basis",
  "elements": ["C", "H", "H", "H", "H", "N", "C", "N", "H", "H", "H", "H"],
  "xyz": [[-2.7519, 0.0521, 0.5788], [-2.5471, -0.4004, -0.3891], [-2.4121, 1.0879, 0.5624], [-3.8210, 0.0157, 0.7645], [-2.1874, -0.4614, 1.3517], [0.9887, 0.3954, 0.8266], [0.9176, 0.1330, -0.5089], [1.6294, -0.6846, -1.1648], [0.5162, 1.1365, 1.2872], [1.4273, -0.2975, 1.4142], [0.2042, 0.7777, -1.0330], [1.3885, -0.6130, -2.1261]],
  "atomic_forces_ev_per_a": [[0.22, 0.20, -0.15], [0.05, -0.04, 0.02], [-0.13, 0.03, -0.06], [-0.01, -0.01, 0.14], [-0.12, -0.17, 0.04], [0.66, -1.30, 0.11], [-0.45, 1.23, -0.59], [0.39, -0.42, 1.38], [-0.47, 0.29, -0.15], [0.15, 0.20, -0.06], [-0.07, 0.14, 0.21], [-0.21, -0.13, -0.89]],
  "charge": 0,
  "total_energy_ev": -5183.645,
  "e_above_lowest_kj_mol": 8.9,
  "e_homo_ev": -9.34,
  "spin_multiplicity": 1,
  "smiles": "[H]/N=C/N.C"
}


(3)
{
  "formula": "C6H16NS",
  "method": "the ωB97M-V functional and the def2-TZVPD basis",
  "elements": ["C", "C", "C", "N", "H", "H", "H", "H", "H", "H", "H", "H", "H", "C", "C", "C", "S", "H", "H", "H", "H", "H", "H", "H"],
  "xyz": [[-2.2592, -1.1046, -0.7857], [-2.2783, -1.4534, 0.7178], [-2.7237, -0.2489, 1.5321], [-1.4176, -2.0368, -1.5624], [-1.8048, -0.1228, -0.8841], [-3.2827, -1.0645, -1.1725], [-1.2920, -1.7885, 1.0299], [-2.9878, -2.2673, 0.9237], [-3.6990, 0.1450, 1.2330], [-1.9858, 0.5535, 1.4669], [-2.7928, -0.5139, 2.5942], [-1.6860, -2.9929, -1.3365], [-0.5018, -1.8878, -1.1212], [2.3590, 2.8394, 0.2365], [3.0309, 1.4856, 0.0365], [2.1604, 0.4718, -0.7135], [0.6525, -0.0026, 0.2249], [2.1224, 3.3635, -0.6933], [3.0138, 3.4841, 0.8337], [1.4315, 2.6727, 0.7851], [4.0186, 1.6041, -0.4283], [3.1845, 1.0791, 1.0419], [2.7795, -0.4065, -0.9193], [1.8105, 0.8604, -1.6739]],
  "atomic_forces_ev_per_a": [[0.24, -0.75, 0.41], [-0.83, 0.39, -0.32], [0.28, 0.08, 0.71], [-0.19, 0.24, 0.24], [0.00, 0.10, -0.08], [0.00, -0.08, -0.10], [0.13, 0.14, -0.02], [0.10, -0.15, -0.22], [0.00, -0.09, -0.15], [-0.02, -0.01, -0.16], [-0.08, 0.05, -0.04], [-0.03, 0.09, 0.01], [0.09, -0.06, -0.38], [0.18, 0.02, 0.21], [-0.34, 0.04, 0.07], [-0.21, -0.05, 0.27], [0.50, -0.01, 0.03], [0.04, -0.12, -0.09], [-0.11, 0.10, -0.03], [-0.05, 0.09, -0.06], [-0.05, 0.00, -0.13], [0.17, -0.11, -0.08], [-0.10, -0.07, -0.03], [0.29, 0.17, -0.08]],
  "charge": -1,
  "total_energy_ev": -18807.803,
  "e_above_lowest_kj_mol": 20.5,
  "e_homo_ev": -2.62,
  "spin_multiplicity": 1
}


(4)
{
  "formula": "C2H3NOS",
  "method": "the ωB97M-V functional and the def2-TZVPD basis",
  "elements": ["C", "C", "N", "O", "S", "H", "H", "H"],
  "xyz": [[0.5817, 0.1728, 0.1162], [-0.8859, -0.3610, 0.5463], [1.0906, -0.0331, -1.2161], [1.4006, 0.7530, 0.8157], [1.4235, 0.9995, -2.3350], [-1.3559, 0.1144, 1.4974], [-1.5720, -0.3087, -0.2623], [-0.6826, -1.3369, 0.8379]],
  "atomic_forces_ev_per_a": [[0.32, 2.17, 0.39], [1.76, 2.49, 1.12], [-0.88, -0.63, -0.23], [-1.68, -1.16, 0.02], [-0.46, -0.46, 1.02], [1.34, -0.23, -1.81], [-0.45, -0.07, -0.75], [0.05, -2.13, 0.24]],
  "charge": 0,
  "total_energy_ev": -16492.930,
  "e_above_lowest_kj_mol": 218.8,
  "e_homo_ev": [-8.77, -8.78],
  "spin_multiplicity": 1,
  "smiles": "CC(=O)N=S"
}